Entry 1:
Here is the molecule C6H10O from OMol25. Energies are from ωB97M-V with the def2-TZVPD basis set.

```
17
Properties=species:S:1:pos:R:3:forces:R:3:lowdin_charge:R:1
C -1.608979 -0.965389 1.170992 0.798 -1.180 1.173 0.1054
C -0.403435 -0.851616 1.080882 -0.578 0.108 -0.219 -0.0592
C 0.723803 -0.176390 0.463558 -0.368 0.500 -1.145 -0.5377
C 1.759531 -1.087445 -0.188595 -0.063 0.051 -0.118 -0.0361
O 1.434087 0.628637 1.388036 -0.222 0.175 0.078 -0.0203
C 0.033277 0.797048 -0.776443 0.625 -0.693 0.847 -0.1143
C -1.481823 0.944415 -0.833394 -0.265 -0.523 0.652 -0.1174
H -2.581041 -1.294221 1.436768 -0.253 0.005 0.018 0.0526
H 2.370885 -1.644225 0.531250 -0.307 0.221 0.032 0.0893
H 1.262687 -1.800061 -0.851212 0.077 0.100 0.010 0.0903
H 2.425227 -0.450452 -0.778044 -0.011 -0.144 0.014 0.0873
H 0.792150 1.039972 1.981580 0.129 -0.008 -0.090 0.1042
H 0.549640 1.734442 -0.558287 -0.093 -0.030 -0.282 0.1020
H 0.418783 0.362420 -1.706172 -0.028 0.198 0.235 0.0951
H -1.871067 1.925674 -0.540820 0.268 -0.081 -0.233 0.0748
H -1.868903 0.224717 -0.054399 -0.093 1.015 -1.011 0.0083
H -1.954823 0.612473 -1.765701 0.382 0.286 0.038 0.0759
```
Positions in Å, forces in eV/Å.

Relative energy (zero: lowest compared OMol25 entry of this formula, charge and spin) (kJ/mol): 260.0
Structure (SMILES): C#C[C@](C)(O)CC
Spin multiplicity: 1
DFT total energy (eV): -8428.5458
Charge: 0

Entry 2:
Here is a structure of composition C2H16O6 from OMol25. Energies are from ωB97M-V with the def2-TZVPD basis set.

```
24
Properties=species:S:1:pos:R:3:forces:R:3:lowdin_charge:R:1
O -0.022568 0.156768 1.514545 1.151 -3.061 2.814 -0.0620
H -0.340368 0.150188 2.417425 -0.167 0.069 0.516 0.1111
H -0.815958 0.204928 0.981205 0.559 -0.218 -0.367 -0.0796
O -1.789258 0.966578 -1.422525 -0.269 1.035 -1.865 -0.0560
H -2.233568 0.287268 -1.929835 -0.028 0.084 -0.519 0.0358
H -2.003998 0.765018 -0.511755 0.029 1.539 -0.874 -0.0851
O 1.609672 -1.777432 2.428115 0.233 -0.623 0.337 -0.0538
H 2.088812 -1.335262 3.128935 0.257 0.025 0.132 0.0344
H 0.988412 -1.121742 2.111375 -0.058 0.150 -0.468 -0.0357
O -2.028038 0.021768 0.625055 -4.308 -1.794 1.281 0.0767
H -2.458628 -0.595412 0.033515 -0.013 -0.813 -0.129 0.1368
H -2.600588 0.059058 1.391235 -0.312 0.172 0.576 0.1478
O 0.904802 2.183458 1.446305 1.327 3.535 0.140 -0.0677
H 0.646732 1.264928 1.523345 0.472 0.164 -0.192 -0.1484
H 0.474302 2.487488 0.647265 0.107 0.326 -0.152 0.0217
C 0.189132 -0.773402 -2.108515 0.802 0.083 -0.098 -0.0763
C 0.979712 -0.097192 -0.929475 -1.154 -0.165 -0.710 -0.3008
O 2.192792 0.427548 -1.390705 0.415 -0.294 -0.408 -0.0427
H -0.656458 -1.417012 -1.865925 -0.088 0.151 0.514 0.0584
H 0.855432 -1.454852 -2.637455 0.438 -0.261 0.184 0.0656
H -0.127508 -0.102412 -2.907025 0.002 0.393 0.405 0.0715
H 1.112332 -0.803142 -0.109635 0.311 -0.294 -0.296 0.0997
H 0.491412 0.766648 -0.478435 -0.226 -0.315 -0.705 0.0723
H 2.543382 -0.263782 -1.957045 0.518 0.110 -0.116 0.0762
```
Positions in Å, forces in eV/Å.

Relative energy (zero: lowest compared OMol25 entry of this formula, charge and spin) (kJ/mol): 416.8
Spin multiplicity: 1
DFT total energy (eV): -14614.8659
Charge: 0

Entry 3:
Here is a cluster of 2 separate species, C7H14 in total from OMol25. Energies are from ωB97M-V with the def2-TZVPD basis set.

```
21
Properties=species:S:1:pos:R:3:forces:R:3:lowdin_charge:R:1
C -0.637321 0.831545 -0.954294 -0.022 -0.144 -0.062 -0.1326
C -0.737705 -0.482452 -1.151402 -0.005 0.171 0.025 -0.1352
C 0.199518 -1.528739 -0.605526 0.050 -0.033 -0.035 -0.2004
C 0.416988 -1.438787 0.909657 0.000 -0.051 0.052 -0.2132
C 1.306514 -0.284002 1.375119 0.049 -0.023 0.031 -0.2200
C 0.715709 1.116805 1.209768 -0.005 0.004 0.053 -0.2137
C 0.489400 1.538617 -0.245366 0.063 0.031 -0.008 -0.1995
H -1.423413 1.468440 -1.350749 0.148 -0.067 -0.061 0.0577
H -1.574620 -0.849980 -1.742672 0.091 0.051 0.130 0.0650
H -0.206918 -2.518785 -0.840575 0.066 0.137 0.013 0.1031
H 1.176287 -1.475626 -1.110783 -0.111 0.037 0.049 0.1173
H -0.561461 -1.366781 1.402997 0.118 -0.039 -0.037 0.1163
H 0.873170 -2.379466 1.239962 -0.043 0.105 0.012 0.1046
H 2.263900 -0.334784 0.834960 -0.110 0.019 0.063 0.1125
H 1.545000 -0.436592 2.435303 -0.020 0.016 -0.130 0.1059
H -0.233561 1.184997 1.758219 0.109 -0.024 -0.070 0.1153
H 1.399135 1.837927 1.676487 -0.089 -0.102 -0.057 0.1056
H 0.302495 2.617625 -0.279466 0.038 -0.151 0.009 0.1034
H 1.419762 1.369964 -0.808436 -0.070 0.040 0.084 0.1177
H -3.518880 0.745047 -2.162949 -0.089 -0.020 -0.010 0.0634
H -3.214001 0.385027 -1.590255 -0.169 0.042 -0.050 0.0268
```
Positions in Å, forces in eV/Å.

Relative energy (zero: lowest compared OMol25 entry of this formula, charge and spin) (kJ/mol): 143.4
Structure (SMILES): C1=CCCCCC1.[H][H]
Spin multiplicity: 1
DFT total energy (eV): -7484.8079
Charge: 0

Entry 4:
Here is the molecule C4H7N3 from OMol25. Energies are from ωB97M-V with the def2-TZVPD basis set.

```
14
Properties=species:S:1:pos:R:3:forces:R:3:lowdin_charge:R:1
H -2.353250 1.970715 -1.231928 0.068 0.039 -0.021 0.0702
N -1.393238 2.105146 -0.908412 0.003 -0.435 0.176 0.1942
C -1.005530 1.088328 -0.258498 -0.006 0.377 -0.158 -0.4447
C -1.895149 -0.062933 -0.051268 -0.664 -0.877 0.107 -0.1538
N -2.598309 -0.968251 0.113419 0.678 0.875 -0.140 0.1617
N 0.284586 1.041374 0.311990 -0.081 0.013 0.057 -0.0179
C 1.218081 0.021253 -0.180297 0.157 -0.078 -0.114 -0.2610
C 1.061805 -1.378353 0.411461 -0.037 -0.075 0.024 -0.0988
H 0.220188 1.008318 1.321596 -0.006 0.022 0.079 0.1217
H 1.132224 -0.005331 -1.270764 -0.007 0.009 0.095 0.1173
H 2.223358 0.397050 0.036529 -0.117 -0.051 -0.038 0.1082
H 0.131218 -1.864374 0.104442 0.125 0.090 0.049 0.0554
H 1.078297 -1.339660 1.506840 -0.001 0.012 -0.128 0.0746
H 1.895718 -2.013281 0.094890 -0.112 0.080 0.011 0.0728
```
Positions in Å, forces in eV/Å.

Relative energy (zero: lowest compared OMol25 entry of this formula, charge and spin) (kJ/mol): 104.4
Structure (SMILES): [H]/N=C(\C#N)NCC
Spin multiplicity: 1
DFT total energy (eV): -8730.5973
Charge: 0

| no. | LUMO energy (eV) |
| --- | --- |
| 1 | 0.94 |
| 2 | -0.69 |
| 3 | 1.24 |
| 4 | 0.13 |